C21H52BrFNO14P3S | ωB97M-V/def2-TZVPD

Summary:
SMILES: CC[C@@H](Br)NS(=O)(=O)F.CCOP(=O)(OCC)OCC.CCOP(=O)(OCC)OCC.CCOP(=O)(OCC)OCC
Kohn-Sham gap in eV: 10.7
Lowest unoccupied orbital energy in eV: 0.4
E in eV: -164244.442
Multiplicity: 1
Molar mass in u: 766.5
HOMO energy in eV: -10.26

Structure (XYZ):
```
94
Properties=species:S:1:pos:R:3:forces:R:3:lowdin_charge:R:1
C -3.037543 2.567080 -0.257358 0.1 0.7 0.2 -0.09
C -2.598001 2.969105 1.153661 0.0 -0.5 0.0 -0.28
C -1.294720 2.249487 1.545068 -0.6 0.7 0.1 -0.74
Br 0.205823 3.495655 1.504973 0.1 -0.1 0.0 0.73
N -1.380463 1.697067 2.912994 0.9 -0.2 -0.5 -0.15
S -1.549838 0.091433 3.035852 -1.3 -0.3 1.5 0.56
O -1.235046 -0.302516 4.361389 0.6 0.2 -0.1 -0.24
O -2.804605 -0.293499 2.501534 0.4 0.1 -0.9 -0.23
F -0.429225 -0.501608 2.108564 -0.2 0.3 -0.2 -0.15
H -4.077737 2.854373 -0.409404 0.0 -0.1 -0.1 0.08
H -2.921918 1.492350 -0.397777 -0.1 0.0 -0.1 0.08
H -2.448466 3.109565 -1.000546 0.0 -0.2 -0.1 0.08
H -2.472175 4.044131 1.267635 -0.1 0.0 0.0 0.08
H -3.355670 2.654432 1.872828 0.0 0.0 0.0 0.11
H -1.050917 1.485512 0.810369 0.1 -0.1 0.2 0.08
H -0.647666 2.027680 3.532195 -0.1 0.0 0.0 0.09
C 1.853686 -2.496891 2.668358 0.2 -0.3 -0.1 -0.07
C 3.231843 -1.865096 2.628561 -0.2 0.2 0.1 -0.26
O 4.285522 -2.825935 2.473030 -0.5 0.0 -0.1 -0.18
P 4.435878 -3.599719 1.088053 3.4 -0.3 2.1 0.40
O 4.676843 -2.688006 -0.036328 -1.7 -0.4 -0.7 -0.22
O 5.809208 -4.378473 1.396474 -0.2 -0.2 -0.1 -0.19
C 6.980234 -4.145976 0.616288 0.3 0.1 -0.1 -0.29
C 7.812609 -3.007387 1.172882 0.0 0.0 0.2 -0.07
O 3.483414 -4.850136 1.307192 -1.0 0.6 -1.2 -0.17
C 2.678774 -5.358966 0.215976 -0.1 -0.1 -0.3 -0.24
C 3.504721 -5.721273 -0.999210 0.2 0.0 0.0 -0.08
H 1.567946 -2.879694 1.685600 0.0 0.0 0.0 0.07
H 1.111936 -1.767181 2.969671 0.1 0.0 0.1 0.05
H 1.832578 -3.332858 3.367540 0.0 0.0 0.0 0.09
H 3.294248 -1.126513 1.824925 0.1 0.0 0.0 0.12
H 3.433475 -1.350530 3.566841 0.1 -0.1 0.0 0.12
H 6.715002 -3.961793 -0.425294 -0.1 0.1 0.1 0.10
H 7.553119 -5.074253 0.640411 -0.1 0.0 0.1 0.12
H 7.190653 -2.145544 1.413671 0.0 0.0 -0.2 0.07
H 8.577063 -2.703592 0.456510 0.0 0.0 0.0 0.08
H 8.309785 -3.313937 2.094663 0.0 0.0 0.0 0.07
H 1.917971 -4.619829 -0.046058 0.0 0.0 0.0 0.11
H 2.161997 -6.233891 0.604691 0.1 0.0 0.2 0.12
H 3.989769 -4.841140 -1.424533 -0.1 0.0 0.0 0.07
H 2.869357 -6.152790 -1.772643 0.0 0.0 0.0 0.07
H 4.286282 -6.435712 -0.735943 -0.1 -0.1 0.0 0.08
C -5.827566 5.630724 6.714112 0.1 0.1 -0.1 -0.08
C -6.531620 5.356528 5.398857 0.0 -0.2 0.2 -0.26
O -6.517978 6.485907 4.514009 0.4 -0.2 0.5 -0.18
P -5.145781 6.950249 3.851305 -3.3 1.6 -2.1 0.40
O -4.545567 5.905596 3.013298 1.5 -0.3 1.2 -0.22
O -5.752990 8.077396 2.879098 0.3 0.1 0.1 -0.19
C -5.635327 7.973310 1.460666 0.0 -0.1 -0.3 -0.28
C -6.792713 7.204694 0.853868 -0.2 0.1 0.1 -0.07
O -4.565815 7.949984 4.937747 1.3 -1.1 0.3 -0.17
C -3.144734 8.002770 5.202571 0.3 0.0 0.0 -0.25
C -2.330796 8.287735 3.957092 -0.1 0.0 -0.2 -0.08
H -4.746363 5.702892 6.575546 0.0 0.0 0.0 0.06
H -6.016247 4.822248 7.420501 0.0 0.0 0.0 0.08
H -6.169401 6.570959 7.146213 -0.1 0.0 0.0 0.09
H -6.087255 4.494479 4.895208 0.0 0.0 -0.1 0.11
H -7.581441 5.130550 5.576971 0.0 0.1 -0.1 0.12
H -4.681152 7.520479 1.188532 0.0 -0.1 0.1 0.10
H -5.623463 8.995045 1.078780 0.0 0.0 0.1 0.12
H -6.993068 6.288889 1.409698 0.2 -0.1 0.0 0.07
H -6.582017 6.949786 -0.185574 0.0 0.0 0.0 0.08
H -7.704162 7.803761 0.881089 0.0 0.0 0.0 0.08
H -2.827691 7.063976 5.663133 -0.1 0.0 0.0 0.11
H -3.005601 8.790741 5.939428 -0.2 0.0 0.0 0.12
H -2.428563 7.481455 3.227743 0.0 0.0 0.1 0.07
H -1.275051 8.382684 4.211464 0.0 0.0 0.0 0.08
H -2.667144 9.208894 3.480315 0.0 0.1 0.1 0.09
C 3.661848 -1.854923 -6.672745 0.0 -0.2 0.0 -0.08
C 2.433053 -1.804389 -5.784967 0.2 0.2 0.1 -0.26
O 1.472642 -2.822028 -6.104527 0.7 0.1 -0.1 -0.18
P 1.813349 -4.347651 -5.797481 -4.1 0.6 -0.5 0.40
O 2.050096 -4.591776 -4.370334 1.9 -0.4 -0.3 -0.22
O 0.377059 -4.963891 -6.175887 0.2 -0.2 -0.1 -0.19
C -0.420021 -5.635554 -5.201578 -0.2 -0.1 0.2 -0.28
C -1.325417 -4.675639 -4.454997 -0.1 0.1 -0.1 -0.07
O 2.554012 -4.803144 -7.124483 1.4 -0.2 0.9 -0.17
C 3.670613 -5.720504 -7.063787 0.2 -0.2 0.1 -0.25
C 3.320690 -7.017851 -6.364358 -0.2 0.0 0.1 -0.08
H 4.279907 -2.725481 -6.441806 0.0 0.0 0.0 0.06
H 4.274707 -0.966192 -6.521930 0.0 0.0 0.0 0.08
H 3.377229 -1.919962 -7.722789 0.0 0.1 0.0 0.08
H 2.713791 -1.886692 -4.732090 0.0 -0.1 0.0 0.12
H 1.916009 -0.855443 -5.916438 -0.1 -0.1 0.0 0.12
H 0.211986 -6.193610 -4.509605 0.1 0.1 0.0 0.10
H -1.018354 -6.366791 -5.746854 0.0 0.0 -0.1 0.12
H -0.780204 -3.788548 -4.133060 0.1 -0.1 0.1 0.07
H -1.762400 -5.160016 -3.580786 0.0 0.0 0.0 0.08
H -2.137727 -4.337861 -5.100374 0.0 0.0 0.0 0.08
H 4.513475 -5.231887 -6.569158 0.0 0.1 0.0 0.11
H 3.961668 -5.908030 -8.095009 -0.1 0.1 -0.1 0.12
H 3.069100 -6.846295 -5.316138 0.1 0.0 0.0 0.06
H 4.167790 -7.703156 -6.397377 0.0 0.0 -0.1 0.08
H 2.460406 -7.490779 -6.839014 0.1 0.0 -0.1 0.09
```
Forces are in eV/Å.

---

C20H15Br2N6O2S4SbTi | ωB97M-V/def2-TZVPD

Summary:
Kohn-Sham gap (spin up / spin down) in eV: 5.3 / 6.1
Lowest unoccupied orbital energy (spin up / spin down) in eV: 2.0 / 1.7
E in eV: -247105.100
Multiplicity: 2
Molar mass in u: 829.1
HOMO energy (spin up / spin down) in eV: -3.38 / -4.42
Charge: -1
Energy relative to the best compared isomer or geometry (same formula, charge and spin) in eV: 0.612

Structure (XYZ):
```
51
Properties=species:S:1:pos:R:3:forces:R:3:lowdin_spin:R:1
Ti 1.253056 1.022760 -1.190712 1.7 0.9 -0.7 0.06
N -3.228953 -2.963714 3.593819 0.0 0.0 0.1 0.00
C -2.463420 -2.697525 2.458171 0.0 0.1 -0.1 0.00
C -2.963288 -1.869659 1.453073 0.0 -0.1 0.1 0.00
C -2.201721 -1.587935 0.334434 0.0 0.1 -0.1 0.00
C -0.944369 -2.149412 0.197398 0.2 0.0 -0.2 0.00
C -0.448217 -3.007362 1.169161 0.0 0.0 0.0 0.00
C -1.203514 -3.281393 2.292662 0.0 0.0 0.0 0.00
S 0.113802 -1.675916 -1.147480 -0.4 -0.3 0.3 0.00
O 0.436901 -2.819944 -1.942152 0.0 0.1 0.1 0.00
O -0.543562 -0.529552 -1.775359 -0.1 0.0 -0.1 0.01
N 1.318541 -0.937246 -0.423469 -0.4 0.0 -0.1 0.00
C 2.611655 -1.274707 -0.192545 0.6 -0.1 0.3 0.00
N 3.281221 -0.140199 0.090125 -0.1 -0.1 -0.2 0.00
C 4.584757 -0.227725 0.273683 0.0 -0.1 0.0 0.00
C 5.221737 -1.466155 0.245390 0.0 0.0 0.0 0.00
C 4.427529 -2.567623 -0.002180 0.1 0.0 0.0 0.00
N 3.112745 -2.502384 -0.227242 -0.2 0.1 0.0 0.00
H -3.871184 -2.220896 3.827963 0.0 0.0 0.0 0.00
H -2.684689 -3.239429 4.396763 0.0 0.0 0.0 0.00
H -3.939796 -1.416567 1.570983 0.0 0.0 0.0 0.00
H -2.561946 -0.906141 -0.424517 0.0 0.0 0.0 0.00
H 0.541370 -3.434716 1.051058 0.0 0.0 0.0 0.00
H -0.814044 -3.937104 3.062673 0.0 0.0 0.0 0.00
H 5.117675 0.698207 0.444519 0.0 0.0 0.0 0.00
H 6.288880 -1.552294 0.380098 0.0 0.0 0.0 0.00
H 4.855155 -3.564231 -0.031641 0.0 0.0 0.0 0.00
Br -3.504316 1.181836 3.568648 0.0 0.0 0.0 0.01
C -2.100191 1.336575 2.299993 -0.2 0.2 -0.5 0.07
C -0.815713 0.890415 2.658959 0.3 0.0 -0.1 0.09
C 0.156946 0.939467 1.689100 0.0 -0.1 0.2 0.02
N -0.037590 1.419869 0.453585 -0.5 -0.2 0.1 0.13
C -1.280024 1.908853 0.131834 -0.1 0.0 -0.3 0.13
C -2.349443 1.838729 1.051004 0.1 -0.1 0.6 0.03
C -1.405309 2.390824 -1.196572 -0.1 -0.2 0.1 0.11
C -2.589993 2.946200 -1.730659 0.0 0.2 -0.2 0.04
C -2.574984 3.404010 -3.014666 0.0 0.0 0.1 0.05
Br -4.137920 4.175377 -3.767459 0.1 0.0 0.0 0.01
C -1.412336 3.313560 -3.800909 0.0 0.0 0.0 0.09
C -0.319388 2.708094 -3.235779 0.1 0.0 -0.1 0.01
N -0.294107 2.233258 -1.981436 -0.2 -0.1 -0.1 0.12
H -0.608584 0.491475 3.639452 0.0 0.0 0.0 0.01
H 1.155800 0.564148 1.885383 0.0 0.0 0.0 0.00
H -3.342246 2.154880 0.770920 0.0 0.0 0.0 0.00
H -3.481633 3.028059 -1.129025 0.0 0.0 0.0 0.00
H -1.385148 3.675921 -4.816292 0.0 0.0 0.0 0.01
H 0.589286 2.565376 -3.806065 0.0 0.0 0.0 0.00
S 2.227471 0.408225 -3.180479 -0.3 0.1 0.3 0.00
Sb 3.830518 2.327512 -2.891768 0.0 0.0 0.0 0.00
S 5.825841 1.447619 -2.254078 0.0 0.0 0.0 0.00
S 2.556741 2.898580 -0.828367 -0.3 -0.3 0.1 0.01
```
Forces are in eV/Å.

---

C4H6NO2 | ωB97M-V/def2-TZVPD

Summary:
SMILES: CC#[N+]OC(C)=O
Kohn-Sham gap in eV: 10.9
Lowest unoccupied orbital energy in eV: -4.8
E in eV: -9817.414
Multiplicity: 1
Molar mass in u: 100.1
HOMO energy in eV: -15.71
Charge: +1
Energy relative to the best compared isomer or geometry (same formula, charge and spin) in eV: 5.187

Structure (XYZ):
```
13
Properties=species:S:1:pos:R:3:forces:R:3:lowdin_charge:R:1
C -0.299993 -2.654793 0.892890 2.7 -6.0 1.5 -0.04
C -0.947471 -1.480058 0.887623 -0.4 8.3 -1.9 0.05
N -0.713100 -0.363711 0.548268 -3.6 -10.7 2.1 0.05
O -0.335284 0.717030 0.399468 0.2 6.1 0.0 0.06
C -0.522160 1.640626 -0.965500 -0.7 0.1 -2.7 -0.23
C 0.692332 2.289465 -0.661131 4.5 0.7 -2.4 0.02
O -1.198425 1.490340 -1.908497 0.4 -0.5 2.9 0.29
H 0.181659 -2.899763 -0.055759 -0.4 0.1 -0.3 0.12
H -0.941117 -3.530767 1.199094 1.0 0.9 0.0 0.13
H 0.640930 -2.491547 1.558838 -1.7 -0.6 -0.5 0.17
H 1.373850 1.635103 -0.090966 -0.4 0.0 -0.7 0.13
H 1.179998 2.475414 -1.675987 -0.6 -0.1 1.2 0.16
H 0.888779 3.172657 -0.128338 -1.2 1.6 0.7 0.11
```
Forces are in eV/Å.

---

C47H46N3O3S3Tb | ωB97M-V/def2-TZVPD

Summary:
Kohn-Sham gap (spin up / spin down) in eV: 5.8 / 5.8
Lowest unoccupied orbital energy (spin up / spin down) in eV: -6.0 / -6.0
E in eV: -115027.753
Multiplicity: 7
Molar mass in u: 956.0
HOMO energy (spin up / spin down) in eV: -11.84 / -11.84
Charge: +2

Structure (XYZ):
```
103
Properties=species:S:1:pos:R:3:forces:R:3:lowdin_spin:R:1
Tb 0.182744 0.313815 -0.305349 0.5 0.7 -0.2 6.11
S 1.312378 3.118701 0.386383 -1.3 -0.4 0.4 -0.01
C -0.038757 3.690282 1.273012 -0.6 -0.1 -0.1 0.00
N 0.030563 4.446072 2.372457 1.7 -0.6 -0.4 0.00
C -1.157459 5.080197 2.967487 -1.0 -0.3 -1.0 0.00
C -1.991189 5.581227 1.747434 2.7 -2.1 1.0 0.00
N -2.340512 4.344898 1.012805 -0.8 0.8 -0.1 0.00
C -3.763318 4.383205 0.567633 1.2 -1.9 -2.7 0.00
C -4.044105 5.660900 -0.150323 0.6 1.0 -0.4 0.00
C -3.248418 6.043138 -1.275230 -0.2 -0.7 1.6 0.00
C -3.325428 7.333471 -1.733049 1.2 -0.6 -1.0 0.00
C -4.274163 8.198911 -1.242576 1.0 0.9 0.0 0.00
C -5.020641 7.887048 -0.152932 -1.4 -1.1 0.6 0.00
C -4.890468 6.605774 0.422020 -1.1 -0.5 0.7 0.00
C -1.497346 3.356304 0.780380 0.0 1.1 1.1 0.00
S -2.091015 1.872726 0.187831 1.0 0.3 0.2 -0.02
C 1.351252 4.511295 3.129402 0.2 0.4 -1.1 0.00
C 1.279643 3.732415 4.405526 -0.3 0.5 0.3 0.00
C 0.731466 2.451524 4.383746 0.7 1.1 -2.5 0.00
C 0.611172 1.700664 5.494814 0.0 -0.2 1.0 0.00
C 1.028537 2.225811 6.716104 -1.0 -0.1 0.8 0.00
C 1.567348 3.497732 6.742937 0.7 0.3 0.3 0.00
C 1.731812 4.272866 5.598292 -0.5 -1.8 -0.3 0.00
H -0.970787 5.907470 3.658173 0.7 -0.3 -0.2 0.00
H -1.678978 4.271555 3.505807 -0.2 0.5 0.0 0.00
H -1.399954 6.266580 1.157944 0.2 0.1 -0.4 0.00
H -2.852630 6.079118 2.034575 -1.7 0.7 0.6 0.00
H -4.441914 4.101439 1.307608 -0.9 0.3 1.9 0.00
H -3.854354 3.475562 -0.067938 0.0 0.8 -0.2 0.00
H -2.467738 5.367839 -1.629422 -0.3 0.1 -0.1 0.00
H -2.559651 7.663863 -2.454750 -0.8 -0.1 0.2 0.00
H -4.248579 9.193987 -1.626708 -0.4 0.5 -0.3 0.00
H -5.797806 8.575174 0.171631 0.3 -0.1 0.3 0.00
H -5.520707 6.274231 1.318477 1.0 0.8 -1.3 0.00
H 1.600183 5.571333 3.251155 -0.2 -0.2 0.3 0.00
H 2.149172 4.113775 2.476653 -0.7 0.1 0.2 0.00
H 0.563576 2.083623 3.356355 -0.4 -0.3 0.8 0.00
H 0.171819 0.742226 5.384218 -0.2 -0.9 0.3 0.00
H 0.798033 1.707467 7.672319 0.5 0.3 -0.9 0.00
H 1.969147 3.916661 7.650650 -0.2 -0.1 0.4 0.00
H 2.322701 5.143013 5.619328 0.2 1.3 0.1 0.00
O -1.065470 -0.022597 -2.137268 0.8 -0.1 -1.1 -0.02
S -0.725357 0.093838 -3.659130 -0.1 -0.6 0.3 0.00
C 0.766242 -0.967624 -3.978230 -0.2 -0.4 0.4 0.00
C 1.726306 -0.724796 -2.814724 0.4 -1.4 -0.4 0.00
C 2.221166 -1.831913 -2.084008 -0.9 0.1 -1.2 0.00
C 3.128244 -1.641850 -1.061180 -0.6 -0.4 0.8 0.00
C 3.445639 -0.374012 -0.596043 1.0 0.3 1.0 0.00
C 3.033559 0.721293 -1.337092 -0.7 1.3 0.1 -0.01
C 2.188370 0.509109 -2.441772 0.4 1.7 0.0 -0.01
C -1.997512 -0.879779 -4.511833 0.5 0.6 -0.5 0.00
C -2.225005 -2.257997 -4.076556 -1.2 -0.5 1.1 0.00
C -2.746964 -2.395651 -2.782335 0.1 -0.8 0.8 0.00
C -3.213030 -3.631381 -2.320634 1.1 -0.1 -1.0 0.00
C -3.114467 -4.742126 -3.160327 -0.1 1.7 -1.2 0.00
C -2.579445 -4.570100 -4.454271 -1.0 -0.1 0.8 0.00
C -2.208505 -3.341538 -4.965514 2.2 0.3 0.8 0.00
H 1.089697 -0.682850 -5.017140 0.0 -0.1 1.1 0.00
H 0.528419 -2.059935 -3.958637 -0.3 0.9 -0.2 0.00
H 1.824371 -2.815065 -2.374777 0.5 0.2 0.4 0.00
H 3.451933 -2.492053 -0.481487 0.1 -0.1 -0.2 0.00
H 4.022330 -0.301856 0.368108 -0.5 0.2 -1.3 0.00
H 3.217745 1.801356 -1.080405 0.3 -1.5 -0.1 0.00
H 1.941537 1.393660 -3.020658 -0.2 0.0 -0.1 0.00
H -1.636319 -0.913230 -5.538716 -0.2 0.6 -0.3 0.00
H -2.927954 -0.314509 -4.384988 0.4 0.2 -0.4 0.00
H -2.679587 -1.579805 -2.045447 -0.4 -0.3 -0.8 0.00
H -3.495374 -3.759223 -1.301279 -0.5 0.1 0.5 0.00
H -3.544577 -5.675368 -2.897704 0.0 -0.8 0.4 0.00
H -2.541281 -5.413279 -5.088688 0.2 -0.9 -0.6 0.00
H -1.522894 -3.285345 -5.848167 -1.3 0.0 0.3 0.00
C 1.185490 -5.761333 -3.982080 -1.8 -0.5 2.6 0.00
C 1.775086 -5.557611 -2.550398 -0.5 0.5 -0.7 0.00
C 3.159464 -5.560754 -2.542515 0.5 0.7 0.6 0.00
C 3.871142 -5.242238 -1.400114 -1.9 -0.2 1.3 0.00
C 3.138862 -4.892888 -0.225679 0.2 0.5 -0.8 0.00
C 1.726708 -4.873073 -0.197490 0.6 -0.6 -1.1 0.00
N 0.998434 -4.415331 0.942866 -1.4 -1.4 -2.9 0.00
C 1.754116 -3.839385 1.899148 0.4 1.3 2.2 0.00
C 2.546099 -4.664731 2.682637 0.5 -0.6 1.2 0.00
C 3.322505 -4.214595 3.753680 -0.7 1.4 -2.0 0.00
C 3.381841 -2.807471 3.888646 0.7 -1.8 1.9 0.00
C 2.639983 -1.987772 3.091222 0.3 -0.1 1.4 0.00
C 1.756143 -2.458183 2.174199 -1.1 -1.6 -2.3 0.00
C 0.904827 -1.537045 1.394022 1.0 -0.3 1.2 -0.01
O 0.108793 -1.798365 0.451608 -0.8 -1.3 -1.0 -0.01
O 1.034308 -0.317498 1.655858 0.4 2.2 0.7 -0.01
C 1.044749 -5.302511 -1.364796 -0.1 -0.6 -0.2 0.00
C -0.455839 -5.531409 -1.333877 0.8 -1.4 -0.7 0.00
H 1.960901 -5.557762 -4.668096 0.6 0.0 -0.9 0.00
H 0.285759 -5.140499 -4.194631 0.7 -0.2 0.2 0.00
H 0.830645 -6.805772 -4.001904 0.3 0.3 -0.6 0.00
H 3.717892 -5.672203 -3.453723 0.0 -0.4 -0.3 0.00
H 4.933527 -5.339667 -1.417655 0.6 0.3 0.3 0.00
H 3.638622 -4.449857 0.631045 0.3 -0.5 -0.2 0.00
H 0.079212 -4.016906 0.692005 1.1 -0.1 0.4 0.00
H 2.467409 -5.717969 2.500921 0.0 -0.4 -0.2 0.00
H 3.887350 -4.895223 4.364530 0.0 -0.1 0.2 0.00
H 3.878675 -2.475127 4.813304 0.0 0.4 -0.9 0.00
H 2.638962 -0.984558 3.342737 0.0 2.0 0.2 0.00
H -0.772013 -6.401068 -0.699463 0.5 0.7 -0.5 0.00
H -0.806183 -5.715738 -2.366296 0.0 0.2 0.7 0.00
H -0.920918 -4.674722 -0.943687 -1.1 1.2 0.4 0.00
```
Forces are in eV/Å.